[1]
ORCA calculation (wB97M-V/def2-TZVPD) on an isolated ion of composition C11H24FN2O3 and charge +1.

Calculated values
**Structure (SMILES)**: CCN[C@H]1[C@H](COO)O[C@H](C)C[N@@H+]1C[C@@H](C)F
**E_LUMO**: -2.660 eV
**Energy relative to the best compared isomer or geometry (same formula, charge and spin)**: 300.6 kJ/mol
**Charge**: +1
**Highest occupied orbital energy**: -13.2 eV
**Gap between HOMO and LUMO**: 10.579 eV

The geometry in XYZ format:
```
41
Properties=species:S:1:pos:R:3:nbo_charge:R:1
C 0.831 -3.585 0.461 -0.649
C -0.581 -2.986 0.647 -0.230
N -0.636 -1.579 1.067 -0.640
C 0.014 -0.641 0.173 0.120
C -0.491 -0.671 -1.266 0.045
C 0.602 -0.199 -2.208 -0.096
O 1.739 -1.004 -2.035 -0.306
O 2.300 -1.274 -3.298 -0.413
O -1.578 0.185 -1.524 -0.512
C -2.394 0.445 -0.390 0.073
C -3.608 1.187 -0.858 -0.622
C -1.591 1.262 0.596 -0.235
N -0.199 0.726 0.805 -0.362
C 0.900 1.703 0.486 -0.256
C 1.555 2.184 1.753 0.199
C 2.841 2.911 1.500 -0.645
F 0.660 2.963 2.454 -0.353
H 0.957 -4.402 1.155 0.231
H 1.633 -2.889 0.663 0.205
H 0.922 -4.022 -0.522 0.224
H -1.182 -3.157 -0.228 0.200
H -1.074 -3.541 1.430 0.222
H -0.210 -1.544 1.988 0.361
H 1.086 -0.798 0.198 0.215
H -0.745 -1.677 -1.578 0.208
H 0.224 -0.324 -3.213 0.224
H 0.803 0.861 -2.096 0.171
H 1.963 -2.165 -3.491 0.464
H -2.667 -0.490 0.083 0.201
H -3.331 1.853 -1.659 0.234
H -4.330 0.485 -1.241 0.239
H -4.080 1.728 -0.046 0.224
H -2.105 1.265 1.545 0.236
H -1.566 2.290 0.271 0.231
H -0.119 0.555 1.806 0.441
H 0.503 2.549 -0.051 0.241
H 1.665 1.260 -0.133 0.243
H 1.785 1.303 2.362 0.155
H 2.673 3.897 1.090 0.237
H 3.471 2.308 0.860 0.227
H 3.360 3.026 2.443 0.245
```


[2]
ORCA calculation (wB97M-V/def2-TZVPD) on C13H31B2MgNO4P as an isolated structure.

Calculated values
**E_LUMO**: -6.381 eV
**Charge**: +1
**Highest occupied orbital energy**: -9.1 eV
**Gap between HOMO and LUMO**: 2.742 eV

The geometry in XYZ format:
```
53
Properties=species:S:1:pos:R:3:nbo_charge:R:1
C 2.191 -1.693 2.136 -0.356
C 0.857 -1.626 2.290 -0.315
C -0.171 -1.594 1.165 -0.521
C 0.234 -0.660 -0.011 0.281
C 0.993 -1.485 -1.053 -0.425
C 1.694 -0.787 -2.215 -0.399
C 3.084 -0.138 -2.006 -0.223
C 3.048 1.390 -1.893 -0.603
C 3.903 -0.730 -0.858 -0.608
O 0.970 0.434 0.515 -0.783
P 0.203 1.923 0.282 0.962
B -0.112 2.199 2.441 1.171
C -0.756 3.516 2.899 -1.072
O 0.312 1.186 3.146 -0.863
O -1.263 1.153 0.077 -0.735
C -1.022 -0.049 -0.667 -0.317
B -2.422 -0.842 -0.738 1.230
O -2.460 -2.215 -0.586 -0.948
N -3.597 -0.052 -1.041 -0.772
C -4.681 -0.248 -0.072 -0.401
C -3.964 -0.408 -2.428 -0.401
H 2.686 -2.439 1.531 0.207
H 2.838 -0.977 2.631 0.197
H 0.465 -1.605 3.319 0.132
H -1.105 -1.240 1.624 0.213
H -0.405 -2.571 0.747 0.252
H 0.198 -2.097 -1.493 0.229
H 1.663 -2.177 -0.546 0.222
H 1.030 -0.038 -2.653 0.195
H 1.827 -1.551 -2.981 0.227
H 3.650 -0.345 -2.914 0.209
H 3.043 1.720 -0.854 0.192
H 2.221 1.827 -2.452 0.199
H 3.955 1.806 -2.331 0.224
H 4.965 -0.626 -1.083 0.222
H 3.726 -1.791 -0.705 0.205
H 3.743 -0.177 0.067 0.200
H -0.535 3.160 0.273 0.023
H 1.450 2.575 0.663 -0.006
H 0.519 2.152 -1.085 0.069
H -0.297 3.802 3.846 0.283
H -1.824 3.363 3.065 0.307
H -0.623 4.330 2.193 0.276
H 1.202 1.294 3.526 0.560
H -0.804 0.278 -1.696 0.225
H -2.872 -2.525 0.236 0.518
H -5.528 -0.781 -0.506 0.199
H -5.056 0.711 0.285 0.205
H -4.353 -0.801 0.813 0.174
H -3.128 -0.880 -2.953 0.195
H -4.241 0.474 -3.002 0.208
H -4.781 -1.130 -2.456 0.197
Mg -0.674 -3.017 3.505 0.343
```


[3]
ORCA calculation (wB97M-V/def2-TZVPD) on C21H26Br3F15O10 as an isolated structure.

Calculated values
**E_LUMO**: -0.622 eV
**Energy relative to the best compared isomer or geometry (same formula, charge and spin)**: 358.2 kJ/mol
**Charge**: 0
**Highest occupied orbital energy**: -10.5 eV
**Gap between HOMO and LUMO**: 9.882 eV

The geometry in XYZ format:
```
75
Properties=species:S:1:pos:R:3:mulliken_charge:R:1
C 2.405 -1.937 -7.810 -0.313
Br 1.057 -3.420 -7.685 -0.029
Br 1.990 -0.338 -6.648 -0.018
Br 2.531 -1.217 -9.634 -0.003
H 3.265 -2.536 -7.510 0.363
C -9.109 4.745 0.240 -1.082
C -8.899 3.329 -0.432 -0.275
O -9.514 2.303 0.341 -0.217
C -8.974 1.012 0.227 0.397
O -7.887 0.749 -0.305 -0.542
C -9.863 0.035 1.109 0.850
F -10.182 -1.010 0.367 -0.256
F -9.156 -0.425 2.139 -0.218
F -11.008 0.626 1.363 -0.227
H -8.822 4.656 1.287 0.312
H -10.195 4.835 0.206 0.279
H -8.672 5.560 -0.337 0.364
H -7.824 3.302 -0.611 0.315
H -9.413 3.310 -1.393 0.300
C 0.290 -1.633 1.105 -1.100
C -1.078 -1.041 0.766 -0.193
O -1.707 -0.419 1.924 -0.288
C -2.205 -1.210 2.888 0.406
O -2.107 -2.457 3.003 -0.556
C -2.734 -0.355 4.074 0.871
F -2.464 0.949 3.889 -0.241
F -4.045 -0.553 4.281 -0.230
F -1.987 -0.794 5.027 -0.232
H 1.031 -1.697 0.308 0.379
H 0.141 -2.607 1.571 0.281
H 0.755 -0.918 1.784 0.311
H -1.596 -1.834 0.227 0.270
H -1.010 -0.159 0.129 0.322
C 9.525 -5.888 -2.857 -1.201
C 10.112 -5.539 -4.150 -0.096
O 11.129 -6.524 -4.265 -0.201
C 12.223 -6.222 -5.035 0.357
O 12.512 -5.112 -5.572 -0.569
C 13.143 -7.482 -5.103 0.852
F 12.686 -8.494 -4.373 -0.233
F 13.325 -7.882 -6.339 -0.231
F 14.331 -7.093 -4.561 -0.257
H 10.062 -5.709 -1.925 0.335
H 9.316 -6.957 -2.888 0.321
H 8.569 -5.365 -2.838 0.368
H 10.546 -4.539 -4.129 0.339
H 9.384 -5.823 -4.910 0.215
C 12.958 3.360 -3.840 -1.117
C 13.212 2.116 -2.856 -0.276
O 12.003 1.983 -2.117 -0.199
C 11.831 1.106 -1.184 0.380
O 12.560 0.156 -0.947 -0.553
C 10.579 1.427 -0.402 0.873
F 10.643 1.139 0.907 -0.248
F 10.180 2.670 -0.518 -0.228
F 9.556 0.658 -0.858 -0.262
H 12.498 3.127 -4.800 0.322
H 13.871 3.837 -4.196 0.361
H 12.351 4.201 -3.505 0.326
H 13.987 2.333 -2.121 0.289
H 13.485 1.169 -3.321 0.332
C -15.317 4.223 6.020 -1.052
C -14.058 3.846 5.270 -0.280
O -13.336 3.070 6.160 -0.325
C -12.438 3.607 7.018 0.424
O -11.967 4.723 6.812 -0.536
C -12.066 2.764 8.154 0.852
F -12.077 3.502 9.226 -0.245
F -12.979 1.769 8.473 -0.239
F -10.784 2.289 8.078 -0.236
H -16.059 4.489 5.267 0.392
H -15.123 5.087 6.656 0.299
H -15.741 3.305 6.426 0.304
H -13.466 4.648 4.831 0.336
H -14.180 3.171 4.422 0.306
```


[4]
ORCA calculation (wB97M-V/def2-TZVPD) on a 4-piece molecular cluster, C29H55FNO15P2 overall.

Calculated values
**E_LUMO**: 1.881 eV
**Energy relative to the best compared isomer or geometry (same formula, charge and spin)**: 0.0 kJ/mol
**Charge**: -1
**Highest occupied orbital energy**: -3.3 eV
**Gap between HOMO and LUMO**: 5.219 eV

The geometry in XYZ format:
```
103
Properties=species:S:1:pos:R:3:mulliken_charge:R:1
C -2.607 1.703 0.385 -0.841
C -1.683 0.755 0.492 0.427
C -0.239 0.887 0.179 -1.115
P 0.856 -0.256 -0.985 2.242
C 1.147 -1.453 0.506 -1.735
O -0.091 -1.832 1.112 0.111
C 0.013 -2.206 2.452 -0.409
O -1.123 -1.824 3.159 -0.418
C -2.250 -2.662 2.998 -0.100
C -3.494 -1.835 2.715 -0.100
O -3.548 -0.685 3.552 -0.622
C 2.214 -1.420 -1.994 -1.324
C 2.637 -1.257 -3.395 -0.182
O 2.292 -1.872 -4.353 -0.601
F 3.589 -0.277 -3.595 -0.230
C -0.508 -1.412 -1.717 -1.938
C -1.963 -1.013 -2.057 1.895
C -2.940 -1.722 -1.092 -1.330
C -2.334 -1.464 -3.488 -1.308
O 2.176 0.741 -0.262 -0.653
C 3.391 1.221 -0.744 -1.400
C 3.376 2.747 -0.993 2.849
C 4.122 3.141 -2.276 -1.788
C 3.880 3.478 0.258 -1.480
C 3.898 5.010 0.199 0.982
C 2.665 5.589 -0.496 -1.455
C 4.042 5.589 1.605 -1.527
P 0.856 1.282 -2.741 0.051
N 0.101 0.485 -4.092 -0.260
O -0.313 2.400 -2.356 -0.764
H -3.553 1.608 0.907 0.230
H -2.461 2.600 -0.210 0.266
H -1.995 -0.198 0.902 -0.351
H 0.004 1.932 -0.014 0.865
H 0.248 0.719 1.146 0.433
H 1.705 -2.353 0.217 0.163
H 1.762 -0.928 1.243 0.611
H 0.148 -3.299 2.521 0.224
H 0.855 -1.698 2.932 0.330
H -2.108 -3.366 2.173 0.358
H -2.398 -3.258 3.905 0.322
H -3.514 -1.543 1.664 -0.152
H -4.380 -2.451 2.901 0.363
H -3.599 0.091 2.990 0.333
H 1.797 -2.424 -1.966 0.555
H 3.115 -1.438 -1.374 0.734
H -0.537 -2.351 -1.156 0.674
H -0.072 -1.713 -2.671 0.479
H -2.162 0.059 -2.015 -0.417
H -3.788 -1.084 -0.828 0.277
H -2.435 -1.993 -0.164 -0.189
H -3.306 -2.651 -1.538 0.532
H -2.159 -0.683 -4.217 -0.201
H -1.761 -2.355 -3.758 0.282
H -3.395 -1.729 -3.554 0.578
H 4.139 1.050 0.053 0.208
H 3.812 0.702 -1.606 0.139
H 2.321 3.010 -1.101 -0.418
H 3.419 3.311 -3.093 0.266
H 4.726 4.045 -2.157 0.423
H 4.798 2.348 -2.607 0.390
H 3.244 3.169 1.095 0.304
H 4.896 3.125 0.477 0.306
H 4.773 5.321 -0.384 0.202
H 2.688 5.419 -1.573 0.301
H 1.744 5.151 -0.102 0.211
H 2.614 6.669 -0.333 0.474
H 3.194 5.291 2.220 0.154
H 4.045 6.683 1.552 0.479
H 4.968 5.277 2.089 0.373
H -0.699 1.010 -4.430 0.247
H 0.762 0.423 -4.859 0.256
H -1.124 1.983 -2.034 0.344
C 0.738 4.858 5.820 -0.294
C 0.939 3.482 6.431 -0.325
O 1.804 2.857 5.486 -0.316
C 2.468 3.818 4.798 0.623
O 3.358 3.620 4.044 -0.467
O 1.950 5.041 5.087 -0.321
H 0.626 5.653 6.552 0.270
H -0.101 4.882 5.123 0.268
H 1.448 3.529 7.397 0.254
H 0.024 2.905 6.531 0.296
C -2.880 -2.057 -7.966 -0.376
C -1.669 -1.214 -7.600 -0.257
O -2.273 -0.111 -6.923 -0.318
C -3.470 -0.508 -6.428 0.782
O -4.104 0.104 -5.637 -0.517
O -3.807 -1.721 -6.933 -0.349
H -2.690 -3.127 -7.956 0.291
H -3.308 -1.770 -8.929 0.267
H -0.997 -1.723 -6.907 0.230
H -1.107 -0.858 -8.458 0.318
C -1.725 -7.390 5.577 -0.293
C -3.109 -8.003 5.437 -0.308
O -3.776 -7.054 4.605 -0.328
C -2.841 -6.367 3.896 0.620
O -3.074 -5.622 3.007 -0.447
O -1.600 -6.653 4.362 -0.302
H -0.925 -8.121 5.649 0.273
H -1.662 -6.696 6.417 0.259
H -3.085 -8.965 4.922 0.252
H -3.642 -8.107 6.378 0.283
```


[5]
ORCA calculation (wB97M-V/def2-TZVPD) on one molecule with the formula CHNO5S.

Calculated values
**E_LUMO (alpha / beta)**: -0.908 / -0.908 eV
**Energy relative to the best compared isomer or geometry (same formula, charge and spin)**: 188.0 kJ/mol
**Charge**: 0
**Highest occupied orbital energy (alpha / beta)**: -9.7 / -9.7 eV
**Gap between HOMO and LUMO (alpha / beta)**: 8.785 / 8.784 eV

The geometry in XYZ format:
```
9
Properties=species:S:1:pos:R:3:nbo_charge:R:1
C -0.095 -0.544 -1.163 0.768
N -0.597 -1.415 -0.194 0.134
O 0.169 -0.960 -2.270 -0.505
O -0.274 0.898 -1.009 -0.698
O -0.098 -2.168 0.602 -0.212
O 0.924 1.610 1.116 -0.925
O -1.084 0.148 1.099 -0.898
S -0.586 1.414 0.577 1.810
H 1.640 1.017 1.241 0.526
```


[6]
ORCA calculation (wB97M-V/def2-TZVPD) on a 5-piece molecular cluster, C28H62F3N4O4S overall.

Calculated values
**E_LUMO (alpha / beta)**: -9.578 / -17.260 eV
**Charge**: +4
**Highest occupied orbital energy (alpha / beta)**: -20.2 / -20.2 eV
**Gap between HOMO and LUMO (alpha / beta)**: 10.605 / 2.923 eV
**Multiplicity**: 2

The geometry in XYZ format:
```
102
Properties=species:S:1:pos:R:3:lowdin_spin:R:1
C 3.314 2.320 4.007 0.001
C 3.712 2.550 2.514 0.000
O 4.612 1.900 2.038 0.006
N 2.814 3.498 1.766 0.001
H 3.218 3.530 0.841 0.000
H 1.879 3.145 1.625 0.000
C 2.756 4.995 2.245 0.000
H 4.132 2.034 4.668 0.000
H 2.679 1.450 4.173 0.000
H 2.764 3.093 4.543 0.000
H 2.216 5.059 3.189 0.000
H 2.266 5.614 1.493 0.000
H 3.709 5.407 2.576 0.000
C 5.692 -0.379 0.197 0.028
C 5.001 -1.737 -0.049 0.041
C 4.197 -2.109 1.120 0.028
N 3.357 -3.473 0.952 0.008
C 2.393 -3.312 -0.267 0.007
C 2.573 -3.832 2.259 0.001
C 3.554 -4.725 3.022 0.001
C 4.109 -5.584 1.925 0.004
C 4.315 -4.713 0.699 0.004
H 6.402 -0.169 -0.603 0.000
H 6.358 -0.335 1.059 0.003
H 4.924 0.391 0.281 0.012
H 5.785 -2.494 -0.076 0.024
H 4.536 -1.754 -1.035 0.005
H 3.451 -1.361 1.387 0.014
H 4.898 -2.222 1.948 0.004
H 1.846 -2.373 -0.187 0.002
H 1.742 -4.176 -0.398 0.001
H 2.963 -3.244 -1.194 0.000
H 1.650 -4.375 2.056 0.000
H 2.369 -2.801 2.547 0.000
H 3.012 -5.315 3.762 0.000
H 4.217 -4.024 3.529 0.000
H 3.535 -6.473 1.664 0.000
H 5.128 -5.861 2.195 0.002
H 3.937 -5.268 -0.160 0.000
H 5.353 -4.389 0.619 0.001
C -5.604 0.010 -3.917 0.000
C -4.719 -1.130 -3.258 0.000
C -3.182 -0.942 -3.413 0.000
N -2.254 -2.036 -2.770 0.000
C -2.590 -2.316 -1.305 0.000
C -2.398 -3.312 -3.639 0.000
C -1.311 -3.291 -4.693 0.000
C -0.392 -2.044 -4.395 0.000
C -0.708 -1.781 -2.913 0.001
H -5.465 0.893 -3.294 0.000
H -6.687 -0.107 -3.872 0.000
H -5.308 0.379 -4.899 0.000
H -4.984 -2.084 -3.713 0.000
H -5.072 -1.237 -2.232 0.000
H -2.843 0.019 -3.026 0.000
H -2.812 -1.064 -4.432 0.000
H -1.959 -3.154 -1.008 0.000
H -3.632 -2.629 -1.252 0.000
H -2.496 -1.362 -0.787 0.000
H -2.205 -4.099 -2.911 0.000
H -3.384 -3.470 -4.077 0.000
H -0.683 -4.181 -4.737 0.000
H -1.704 -3.144 -5.699 0.000
H 0.679 -2.243 -4.431 0.000
H -0.741 -1.216 -5.012 0.000
H -0.080 -2.230 -2.144 0.000
H -0.750 -0.717 -2.679 0.000
C -2.159 3.050 -2.769 0.000
C -2.897 2.691 -1.393 0.001
C -2.525 3.731 -0.345 0.000
N -3.204 3.493 1.023 0.000
C -4.756 3.555 0.864 0.000
C -2.778 4.683 2.014 0.000
C -2.852 3.968 3.380 0.000
C -2.081 2.677 3.012 0.000
C -2.709 2.205 1.736 0.000
H -1.189 3.530 -2.635 0.000
H -2.674 3.874 -3.262 0.000
H -2.027 2.257 -3.506 0.000
H -2.656 1.657 -1.145 0.000
H -3.960 2.603 -1.614 0.000
H -2.880 4.709 -0.670 0.000
H -1.447 3.803 -0.198 0.000
H -5.099 3.610 1.898 0.000
H -5.042 2.617 0.389 0.000
H -5.154 4.439 0.365 0.000
H -3.368 5.599 1.986 0.000
H -1.754 4.951 1.758 0.000
H -3.873 3.943 3.759 0.000
H -2.218 4.337 4.187 0.000
H -2.132 1.962 3.833 0.000
H -1.034 2.774 2.728 0.000
H -3.567 1.559 1.926 0.000
H -2.141 1.412 1.249 0.000
C 0.331 -0.481 1.828 0.067
F -0.740 -0.105 2.453 0.038
F 1.345 -0.378 2.707 0.011
F 0.203 -1.807 1.484 0.015
S 0.694 0.597 0.342 0.060
O 0.737 1.916 0.921 0.017
O 1.993 0.108 -0.173 0.565
O -0.465 0.461 -0.554 0.023
```


The records above give, respectively, total energy values of -868.2630 -1460.3587 -10788.1544 -3103.9013 -867.6929 -2320.2134 Ha.